119
Properties=species:S:1:pos:R:3:forces:R:3 method="wB97M-V/def2-TZVPD" total_charge=0 gap_ev=7.61
Sn 0.367 -0.221 0.386 -0.3 0.4 0.5
C 0.184 1.905 -5.369 0.8 0.9 0.9
C 1.391 2.353 -4.480 -0.9 -0.6 -0.6
C 2.335 3.293 -5.221 -1.2 0.7 -0.5
O 2.143 1.226 -3.990 -0.4 0.9 0.2
C 1.649 0.926 -2.682 -1.0 0.4 0.2
C 1.070 2.323 -2.157 -0.1 -1.5 1.2
O 0.851 3.025 -3.342 0.5 0.4 -0.1
C -0.377 2.133 -1.316 0.3 0.0 -0.5
O -0.660 0.761 -1.103 0.4 0.1 0.4
C -1.567 2.683 -2.117 -0.7 -0.2 -1.5
C -2.511 1.832 -2.759 1.8 0.2 1.1
C -3.590 2.393 -3.418 -0.5 -0.7 -0.3
C -3.758 3.754 -3.567 0.2 0.2 0.2
C -2.822 4.590 -2.976 -0.2 1.9 -1.0
C -1.760 4.058 -2.320 2.0 -0.4 1.3
C -0.359 2.882 0.039 1.1 -0.2 0.9
C -1.548 3.297 0.651 -0.1 -0.2 -0.4
C -1.542 3.971 1.869 -0.8 -0.5 -0.4
C -0.391 4.195 2.583 -0.8 0.0 -0.6
C 0.770 3.747 2.016 1.7 0.2 0.5
C 0.831 3.068 0.811 -0.9 -0.2 -0.8
C 2.685 0.194 -1.785 0.9 0.9 -0.5
O 2.104 -0.228 -0.604 -0.2 -0.2 0.0
C 3.851 1.160 -1.396 0.5 1.3 -1.7
C 4.269 2.259 -2.209 0.4 -0.6 0.0
C 5.315 3.114 -1.791 -1.5 -0.1 -1.4
C 5.979 2.908 -0.621 1.2 0.2 1.1
C 5.667 1.773 0.106 0.1 -0.2 0.7
C 4.595 0.953 -0.257 0.0 -0.3 0.7
C 3.251 -1.023 -2.541 -0.6 -0.4 -0.2
C 4.191 -0.906 -3.557 0.6 -1.0 -0.5
C 4.738 -2.061 -4.143 0.1 0.3 -0.2
C 4.330 -3.327 -3.768 0.6 -0.3 0.4
C 3.367 -3.454 -2.777 -0.7 0.0 -0.2
C 2.769 -2.319 -2.251 -0.3 0.3 0.6
H 0.525 1.706 -6.376 0.0 -0.8 -0.1
H -0.476 2.752 -5.469 -0.2 0.5 0.1
H -0.413 1.156 -4.856 0.2 -0.4 -0.3
H 2.657 2.852 -6.181 -0.1 0.2 0.5
H 3.166 3.428 -4.556 0.6 0.5 0.0
H 1.808 4.296 -5.411 0.8 -1.5 0.3
H 0.808 0.232 -2.800 0.0 0.0 0.2
H 1.855 2.815 -1.497 -1.1 -0.3 -0.9
H -2.273 0.753 -2.764 -0.6 0.7 0.2
H -4.340 1.721 -3.815 0.0 0.0 -0.3
H -4.544 4.135 -4.197 -0.3 0.1 0.1
H -2.800 5.715 -3.090 -0.5 -1.4 0.0
H -0.958 4.730 -1.972 -0.6 -0.3 0.0
H -2.507 3.051 0.169 0.5 0.4 0.2
H -2.483 4.305 2.260 -0.4 0.1 0.2
H -0.480 4.675 3.535 0.5 0.3 0.3
H 1.713 4.006 2.500 -0.1 -0.4 0.1
H 1.802 2.647 0.534 -0.3 0.3 -0.3
H 3.857 2.376 -3.225 0.2 0.0 1.0
H 5.564 3.954 -2.423 0.0 0.1 -0.1
H 6.778 3.602 -0.250 -0.8 -0.8 -0.6
H 6.296 1.545 0.977 -0.6 0.0 -0.2
H 4.261 0.130 0.361 0.4 -0.1 0.2
H 4.529 0.023 -3.991 -0.1 0.3 0.5
H 5.538 -1.982 -4.888 -0.5 0.2 0.2
H 4.834 -4.192 -4.196 -0.2 0.1 0.1
H 2.993 -4.415 -2.420 0.2 0.1 -0.3
H 1.881 -2.482 -1.603 0.9 0.5 -0.2
C -1.113 -3.994 -3.023 0.3 -0.7 1.2
Si -2.433 -3.387 -1.774 0.2 0.4 0.5
C -3.676 -4.693 -1.256 -0.8 0.0 -0.8
C -3.248 -1.867 -2.581 1.7 0.6 0.6
As -1.510 -2.738 0.392 0.6 0.4 -0.2
Si -3.255 -1.997 1.918 -0.2 -0.7 -0.1
C -4.092 -0.445 1.303 2.2 0.6 0.7
C -2.549 -1.672 3.630 -0.8 -1.7 0.4
C -4.588 -3.281 2.134 -0.7 -0.3 0.0
Si -0.239 -4.596 1.325 -0.4 -0.3 -0.3
C 0.502 -4.408 3.045 -0.5 2.0 -0.7
C 1.165 -4.888 0.116 0.6 3.0 -0.6
C -1.424 -6.032 1.454 0.3 0.0 -0.7
H -1.625 -4.433 -3.876 -0.1 -0.1 -0.2
H -0.417 -4.772 -2.607 -0.7 0.6 -0.3
H -0.488 -3.186 -3.390 0.0 0.3 0.0
H -4.544 -4.683 -1.940 0.2 0.0 0.1
H -4.084 -4.587 -0.244 0.4 0.0 -0.3
H -3.240 -5.675 -1.378 0.2 -0.4 0.2
H -3.439 -1.013 -1.906 -0.1 -0.5 -0.1
H -4.125 -2.132 -3.121 -0.9 -0.2 -0.4
H -2.508 -1.466 -3.307 -0.4 -0.3 0.3
H -4.474 -0.459 0.309 0.0 0.1 -0.8
H -3.264 0.317 1.461 -1.0 -0.4 -0.7
H -4.882 -0.170 1.973 -0.5 0.1 0.5
H -1.572 -2.128 3.724 0.3 -0.4 0.2
H -3.221 -2.117 4.452 1.0 0.8 -1.2
H -2.360 -0.646 3.790 -0.1 1.3 0.4
H -5.035 -3.653 1.190 0.3 0.1 0.6
H -5.384 -2.722 2.645 0.0 0.0 -0.1
H -4.354 -4.102 2.829 0.1 0.1 -0.5
H 0.490 -3.320 3.247 0.2 -0.3 0.2
H 1.517 -4.717 3.139 0.8 -0.4 -0.2
H -0.075 -4.859 3.817 -0.6 -0.5 0.5
H 1.803 -3.885 0.056 -1.1 -2.1 0.4
H 0.873 -5.008 -0.928 -0.2 -0.3 0.1
H 1.800 -5.692 0.411 0.5 -0.6 0.3
H -2.335 -5.776 1.956 -0.4 0.2 0.7
H -0.917 -6.848 1.958 -0.1 -0.3 0.1
H -1.762 -6.361 0.477 0.2 -0.2 -0.3
N -0.962 4.299 6.406 -0.5 -0.9 -0.7
C -0.314 3.619 7.398 0.9 1.6 2.3
O 0.107 4.188 8.421 -0.5 -0.3 -1.7
C -0.120 2.155 7.336 -0.1 -1.3 0.9
C 0.656 1.489 8.346 0.2 1.2 -1.1
C 0.651 0.125 8.373 0.9 -0.8 0.3
C -0.038 -0.619 7.412 -0.7 0.6 0.3
N -0.869 -0.030 6.564 0.5 0.7 -0.5
C -0.881 1.335 6.534 -0.3 -1.2 -0.5
H -1.138 5.290 6.493 0.1 -0.3 0.4
H -1.589 3.782 5.785 0.6 0.4 0.3
H 1.379 2.038 8.964 -0.9 0.0 -0.1
H 1.270 -0.386 9.117 -0.2 0.1 -0.3
H 0.060 -1.707 7.375 -0.2 0.3 0.0
H -1.538 1.743 5.756 0.1 -0.1 0.4

***

11
Properties=species:S:1:pos:R:3:forces:R:3 method="wB97M-V/def2-TZVPD" total_charge=0 gap_ev=9.95
C 0.512 1.253 -0.407 0.0 0.0 -0.5
C 0.144 -0.047 0.331 2.6 1.0 0.2
H 1.595 1.509 -0.206 -1.3 -0.3 -0.2
H -0.130 2.039 0.010 0.3 0.0 -0.3
H 0.348 1.198 -1.526 0.2 0.1 1.2
H 0.468 0.686 2.103 0.2 0.4 -0.3
H -0.252 -0.836 -1.482 -0.2 0.0 -0.5
H -2.142 -2.022 0.101 0.0 0.3 0.0
N 0.354 -0.172 1.588 -1.4 -1.2 -1.1
N -0.019 -1.130 -0.559 -0.8 0.2 1.9
S -0.878 -2.477 0.048 0.4 -0.6 -0.3

***

24
Properties=species:S:1:pos:R:3:forces:R:3 method="wB97M-V/def2-TZVPD" total_charge=0 gap_ev=9.25 smiles=CNPN(C)c1ccccc1
C 3.274 0.906 -0.406 -0.5 -0.1 0.5
C 2.750 -0.213 -0.980 2.3 -2.0 -2.6
C 2.642 1.450 0.688 -0.8 -0.2 0.3
C 1.519 -0.721 -0.680 0.2 0.1 0.5
C 1.411 0.883 1.156 4.1 0.5 -4.6
C 0.865 -0.065 0.335 -4.0 -1.4 4.0
C -2.497 0.662 -1.357 -1.1 -3.2 -1.4
C -0.993 -1.811 0.589 0.3 -1.1 1.1
N -2.763 0.187 0.041 -1.1 1.3 -1.6
N -0.585 -0.595 1.192 3.9 2.8 -2.7
P -1.699 0.733 1.279 -0.5 -2.0 0.6
H 4.209 1.273 -0.737 0.8 0.4 -0.2
H 3.457 -0.837 -1.678 -1.6 1.4 1.1
H 3.216 2.267 1.092 -0.5 0.3 0.9
H 1.323 -1.673 -1.101 -1.0 -0.6 -0.3
H 0.926 1.186 1.968 -1.7 1.3 3.2
H -3.382 0.451 -2.094 1.2 -0.1 1.7
H -2.399 1.707 -1.489 1.0 1.2 0.1
H -1.659 -0.015 -1.805 -1.1 1.7 0.8
H -1.181 -1.782 -0.484 0.2 0.0 -0.2
H -0.096 -2.492 0.845 -2.0 0.1 -0.5
H -1.997 -1.971 1.040 0.8 -1.1 -0.1
H -3.706 0.429 0.353 0.1 -0.2 -0.4
H -2.636 0.041 2.235 1.0 0.8 -0.4